# 1
{
  "formula": "C4H8O2",
  "method": "ωB97M-V/def2-TZVPD",
  "symbols": ["C", "C", "O", "C", "C", "H", "H", "H", "H", "H", "H", "H", "H", "O"],
  "xyz": [[-1.655, 1.556, -0.571], [-1.815, 0.241, -0.390], [-2.481, -0.505, -1.343], [-0.893, -0.542, 0.452], [-1.162, -1.771, 0.883], [-1.950, 1.976, -1.520], [-1.161, 2.135, 0.193], [-2.401, -0.069, -2.197], [-0.038, -0.034, 0.870], [-1.966, -2.300, 0.396], [-0.537, -2.278, 1.602], [4.943, -0.100, 0.709], [5.859, 1.069, 0.764], [5.257, 0.622, 0.152]],
  "lowdin_charge": [0.057, -0.411, 0.010, -0.131, 0.033, 0.062, 0.063, 0.100, 0.099, 0.062, 0.056, 0.031, 0.035, -0.066],
  "lumo_energy_ev": 0.74,
  "de_lowest_kcal_mol": 58.7,
  "e_homo_ev": -8.781,
  "homo_lumo_gap_ha": 0.350,
  "smiles": "C=CC(=C)O.O"
}

# 2
{
  "formula": "C31H33CrN9O7S3",
  "method": "ωB97M-V/def2-TZVPD",
  "symbols": ["Cr", "C", "C", "N", "N", "C", "O", "C", "C", "C", "C", "C", "C", "C", "C", "C", "C", "C", "N", "H", "H", "H", "H", "H", "H", "H", "H", "H", "H", "H", "H", "N", "C", "C", "C", "C", "C", "C", "S", "O", "O", "N", "C", "S", "C", "C", "N", "H", "H", "H", "H", "H", "H", "H", "H", "C", "C", "S", "O", "O", "C", "C", "N", "C", "N", "C", "C", "N", "O", "O", "C", "H", "H", "H", "H", "H", "H", "H", "H", "H", "H", "H", "H", "H"],
  "xyz": [[0.874, 0.276, -0.818], [0.119, -1.120, 3.268], [0.547, -0.380, 2.045], [0.286, -0.760, 0.847], [-0.374, -1.930, 0.595], [-0.120, -2.297, -0.657], [0.633, -1.666, -1.465], [-0.774, -3.547, -1.132], [-0.707, -3.871, -2.483], [-1.323, -5.019, -2.957], [-2.005, -5.853, -2.082], [-2.070, -5.536, -0.731], [-1.459, -4.386, -0.257], [1.388, 0.832, 2.136], [1.658, 1.470, 3.339], [2.489, 2.580, 3.334], [3.025, 3.026, 2.139], [2.702, 2.340, 0.978], [1.915, 1.271, 0.980], [-0.403, -2.027, 2.979], [-0.550, -0.504, 3.875], [0.983, -1.376, 3.883], [-0.167, -3.210, -3.148], [-1.271, -5.264, -4.010], [-2.481, -6.753, -2.450], [-2.599, -6.187, -0.047], [-1.506, -4.125, 0.791], [1.228, 1.110, 4.263], [2.714, 3.092, 4.261], [3.681, 3.884, 2.096], [3.086, 2.647, 0.011], [1.120, 0.675, -8.618], [1.615, 0.928, -7.350], [1.865, 2.234, -6.926], [2.362, 2.479, -5.657], [2.622, 1.422, -4.801], [2.419, 0.111, -5.225], [1.923, -0.134, -6.488], [3.072, 1.701, -3.126], [3.539, 3.061, -3.003], [3.910, 0.618, -2.701], [1.666, 1.539, -2.330], [0.879, 2.604, -2.030], [0.731, 4.143, -2.814], [-0.577, 4.539, -1.750], [-0.791, 3.526, -0.880], [0.027, 2.437, -1.034], [0.630, 1.443, -9.044], [0.608, -0.189, -8.702], [1.665, 3.062, -7.596], [2.555, 3.493, -5.328], [2.650, -0.707, -4.554], [1.761, -1.153, -6.820], [-1.057, 5.503, -1.780], [-1.525, 3.533, -0.086], [-7.398, 5.841, -3.224], [-6.055, 5.212, -3.568], [-6.117, 3.460, -3.259], [-6.235, 3.248, -1.836], [-7.084, 2.866, -4.144], [-4.499, 2.891, -3.741], [-4.463, 1.368, -3.624], [-3.089, 0.893, -3.541], [-2.440, 0.637, -2.379], [-1.182, 0.297, -2.586], [-0.986, 0.312, -3.926], [-2.153, 0.679, -4.537], [-2.387, 0.880, -5.920], [-1.515, 0.521, -6.691], [-3.437, 1.413, -6.260], [-3.074, 0.734, -1.038], [-7.350, 6.915, -3.396], [-7.647, 5.669, -2.178], [-8.189, 5.424, -3.846], [-5.246, 5.611, -2.955], [-5.803, 5.335, -4.622], [-3.782, 3.350, -3.057], [-4.293, 3.210, -4.762], [-4.965, 0.908, -4.468], [-4.961, 1.050, -2.710], [-0.036, 0.096, -4.386], [-3.805, -0.063, -0.885], [-3.581, 1.690, -0.893], [-2.292, 0.625, -0.290]],
  "lowdin_charge": [0.820, -0.016, -0.248, -0.063, 0.077, -0.451, -0.122, -0.145, -0.022, -0.081, -0.092, -0.084, -0.032, -0.206, -0.004, -0.049, -0.038, -0.089, 0.062, 0.067, 0.089, 0.092, 0.112, 0.101, 0.100, 0.100, 0.103, 0.110, 0.111, 0.110, 0.118, 0.107, -0.331, -0.023, -0.066, -0.302, -0.074, -0.032, 0.569, -0.332, -0.290, -0.214, -0.743, 1.067, -0.405, -0.250, -0.035, 0.091, 0.090, 0.113, 0.103, 0.122, 0.117, 0.057, 0.108, -0.114, -0.305, 0.630, -0.314, -0.297, -0.211, -0.137, 0.054, -0.310, 0.119, 0.005, -0.128, -0.325, 0.084, 0.070, 0.020, 0.079, 0.079, 0.080, 0.104, 0.106, 0.110, 0.103, 0.130, 0.119, 0.112, 0.099, 0.084, 0.074],
  "lumo_energy_ev": [-0.52, -0.52],
  "e_homo_ev": [-7.728, -7.980],
  "homo_lumo_gap_ha": [0.265, 0.274],
  "spin_multiplicity": 5
}

# 3
{
  "formula": "C3H7NO3",
  "method": "ωB97M-V/def2-TZVPD",
  "symbols": ["C", "C", "C", "H", "H", "H", "H", "H", "H", "H", "N", "O", "O", "O"],
  "xyz": [[0.279, 0.306, 0.304], [-0.452, 1.071, -0.817], [1.312, -0.661, -0.223], [-1.525, 0.078, 1.253], [-0.338, -0.574, 2.154], [0.830, 1.033, 0.888], [2.051, -0.771, 0.562], [1.812, -0.240, -1.065], [-0.139, -1.784, 0.105], [-2.220, 1.374, -1.436], [-0.614, -0.440, 1.201], [0.087, 1.274, -1.847], [0.680, -1.872, -0.495], [-1.763, 1.206, -0.584]],
  "lowdin_charge": [-0.272, -0.490, -0.256, 0.106, 0.089, 0.144, 0.114, 0.112, 0.089, 0.149, 0.038, 0.148, -0.076, 0.105],
  "lumo_energy_ev": 0.54,
  "de_lowest_kcal_mol": 34.7,
  "e_homo_ev": -9.876,
  "homo_lumo_gap_ha": 0.383,
  "smiles": "N[C@@H](CO)C(=O)O"
}

# 4
{
  "formula": "C3H4O",
  "method": "ωB97M-V/def2-TZVPD",
  "symbols": ["O", "C", "C", "C", "H", "H", "H", "H"],
  "xyz": [[-1.445, 0.955, -0.152], [-0.809, -0.299, -0.021], [0.606, -0.262, 0.231], [1.801, -0.241, 0.035], [-0.794, 1.650, -0.319], [-1.445, -0.893, 0.637], [-0.626, -0.929, -0.915], [2.712, 0.018, 0.503]],
  "lowdin_charge": [-0.044, -0.294, -0.131, 0.102, 0.093, 0.125, 0.129, 0.021],
  "lumo_energy_ev": 0.78,
  "de_lowest_kcal_mol": 43.8,
  "e_homo_ev": -9.981,
  "homo_lumo_gap_ha": 0.396,
  "smiles": "C#CCO"
}

# 5
{
  "formula": "C17H17NO3S2",
  "method": "ωB97M-V/def2-TZVPD",
  "symbols": ["N", "O", "O", "C", "O", "S", "C", "C", "C", "C", "C", "C", "C", "C", "C", "C", "C", "S", "C", "C", "C", "C", "C", "H", "H", "H", "H", "H", "H", "H", "H", "H", "H", "H", "H", "H", "H", "H", "H", "H"],
  "xyz": [[1.982, 1.024, -0.025], [0.238, -4.315, 2.983], [5.986, -2.365, 0.667], [2.165, -0.045, 0.369], [0.639, -5.483, 1.089], [3.352, -3.627, 1.337], [0.751, -4.430, 1.920], [2.360, -1.362, 0.779], [1.546, -3.362, 1.398], [1.187, -2.192, 1.043], [3.576, -2.002, 0.802], [-0.954, -1.800, -0.102], [-0.526, -0.714, 2.021], [-2.035, -0.902, -0.371], [-1.710, -0.020, 1.848], [-0.141, -1.625, 1.058], [-2.377, 0.032, 0.596], [5.212, -1.169, 0.527], [5.240, -0.977, -1.290], [-3.977, 1.146, -1.225], [-4.732, 0.784, 1.225], [-3.130, 2.579, 0.583], [-3.476, 1.115, 0.304], [0.143, -6.090, 1.659], [-0.791, -2.570, -0.854], [0.211, -0.311, 2.755], [-2.549, -1.066, -1.267], [-1.987, 0.675, 2.612], [4.410, -1.605, -1.737], [6.246, -1.213, -1.699], [5.007, 0.015, -1.591], [-4.815, 1.820, -1.490], [-3.166, 1.403, -1.935], [-4.336, 0.164, -1.551], [-5.271, -0.195, 1.286], [-4.495, 0.864, 2.248], [-5.581, 1.573, 1.190], [-3.365, 2.761, 1.673], [-3.671, 3.263, -0.190], [-2.027, 2.698, 0.481]],
  "lowdin_charge": [0.195, 0.170, -0.566, -0.200, 0.135, 1.130, -0.574, -0.269, -0.335, -0.213, -0.589, 0.033, -0.016, -0.009, -0.012, -0.192, -0.145, 0.890, -0.229, -0.081, -0.074, -0.075, -0.485, 0.133, 0.117, 0.147, 0.083, 0.107, 0.082, 0.072, 0.024, 0.081, 0.087, 0.063, 0.088, 0.033, 0.108, 0.088, 0.110, 0.089],
  "lumo_energy_ev": -0.21,
  "de_lowest_kcal_mol": 10.7,
  "e_homo_ev": -9.199,
  "homo_lumo_gap_ha": 0.330
}

# 6
{
  "formula": "C21H28N2O",
  "method": "ωB97M-V/def2-TZVPD",
  "symbols": ["C", "H", "H", "H", "C", "N", "H", "C", "C", "C", "O", "N", "H", "C", "C", "H", "H", "H", "H", "C", "C", "C", "C", "C", "C", "C", "H", "H", "H", "H", "H", "H", "H", "H", "H", "H", "H", "H", "C", "C", "C", "C", "C", "C", "C", "H", "H", "H", "H", "H", "H", "H"],
  "xyz": [[-2.282, -0.627, 0.980], [-2.897, -0.559, 1.874], [-2.127, 0.374, 0.585], [-2.818, -1.217, 0.242], [-0.935, -1.265, 1.315], [-0.145, -1.423, 0.098], [0.842, -1.438, 0.344], [-0.446, -2.621, -0.674], [0.351, -2.645, -1.979], [-0.091, -1.588, -2.992], [-0.193, -1.826, -4.180], [-0.320, -0.385, -2.439], [-0.318, -0.350, -1.421], [-0.825, 0.740, -3.201], [0.306, 1.563, -3.822], [-0.112, 2.327, -4.473], [0.936, 0.908, -4.417], [0.914, 2.050, -3.066], [-1.404, 0.311, -4.032], [-1.778, 1.580, -2.346], [-1.203, 2.383, -1.204], [-1.984, 3.418, -0.696], [-1.561, 4.184, 0.374], [-0.332, 3.934, 0.961], [0.457, 2.912, 0.465], [0.026, 2.139, -0.602], [0.668, 1.349, -0.956], [1.422, 2.716, 0.912], [0.008, 4.531, 1.794], [-2.188, 4.979, 0.748], [-2.944, 3.624, -1.149], [-2.300, 2.272, -3.012], [-2.539, 0.907, -1.933], [1.411, -2.485, -1.765], [0.249, -3.620, -2.456], [-1.515, -2.623, -0.906], [-0.229, -3.538, -0.100], [-1.109, -2.248, 1.791], [-0.172, -0.371, 2.308], [1.138, -0.990, 2.704], [2.328, -0.578, 2.116], [3.528, -1.186, 2.444], [3.552, -2.219, 3.365], [2.372, -2.636, 3.959], [1.175, -2.026, 3.629], [0.257, -2.354, 4.096], [2.385, -3.439, 4.682], [4.486, -2.695, 3.622], [4.444, -0.854, 1.980], [2.317, 0.234, 1.402], [-0.007, 0.601, 1.840], [-0.797, -0.228, 3.191]],
  "lowdin_charge": [-0.038, 0.081, 0.067, 0.071, -0.386, -0.053, 0.106, -0.205, -0.080, -0.504, 0.053, 0.090, 0.082, -0.350, -0.032, 0.082, 0.080, 0.065, 0.143, -0.105, -0.224, -0.047, -0.083, -0.091, -0.095, -0.064, 0.099, 0.100, 0.101, 0.102, 0.113, 0.122, 0.122, 0.122, 0.119, 0.120, 0.123, 0.141, -0.108, -0.239, -0.056, -0.081, -0.093, -0.081, -0.041, 0.114, 0.102, 0.101, 0.103, 0.104, 0.100, 0.127],
  "lumo_energy_ev": 0.74,
  "de_lowest_kcal_mol": 0.6,
  "e_homo_ev": -9.207,
  "homo_lumo_gap_ha": 0.366,
  "smiles": "C[C@H](Cc1ccccc1)NCCC(=O)N[C@H](C)Cc1ccccc1"
}

no.,E_tot (a.u.)
1,-307.618895
2,-4459.627294
3,-398.982356
4,-191.840250
5,-1734.734837
6,-1001.801846